1.
{"formula": "C15H25ClIN3O7S", "method": "ωB97M-V/def2-TZVPD", "elements": ["O", "N", "C", "O", "H", "C", "H", "O", "C", "H", "H", "C", "H", "N", "H", "H", "C", "H", "H", "H", "C", "C", "H", "H", "H", "C", "C", "H", "I", "O", "C", "C", "H", "H", "H", "H", "O", "S", "H", "H", "H", "C", "H", "N", "H", "O", "C", "H", "H", "C", "C", "Cl", "O"], "positions_angstrom": [[0.68157, -1.12748, 1.76245], [3.26241, 0.77845, 1.97047], [2.20264, 0.69501, 0.96428], [-4.17429, 0.86084, -0.41541], [-0.71776, 0.46003, -1.66131], [-2.12001, -0.50821, 0.54531], [0.26944, -1.50632, -0.80514], [3.13855, -1.97970, -0.58305], [1.58131, -0.67362, 0.72700], [4.08133, -3.11389, 1.32179], [-4.89845, 2.40450, -4.57675], [-3.96019, 2.47542, -4.02441], [4.15787, 0.57551, 1.54209], [3.21181, -3.31791, -1.16227], [-2.02571, -1.23133, -0.26272], [2.10837, -0.78281, 3.72666], [-4.18927, 3.37802, -2.80734], [2.55801, 1.03137, -0.01483], [-4.99214, 2.98408, -2.18278], [1.40904, 1.37907, 1.26149], [2.49076, -1.93060, 0.66553], [0.80601, -0.57535, -0.60715], [2.42507, -1.92551, 5.05038], [3.33903, 1.73867, 2.28385], [2.25856, -3.33865, 3.10008], [2.81531, -1.50639, 4.12276], [3.55674, -2.24880, 1.72911], [1.53688, -0.47302, -1.40728], [4.68228, -3.83141, 3.99675], [1.47588, -2.95168, 0.76970], [-2.85867, 2.98706, -4.94419], [0.45688, -2.44201, 1.50846], [-0.82170, 1.05220, 1.33054], [-4.47046, 4.38477, -3.12271], [-3.71731, 1.46883, -3.67906], [0.33953, 1.55152, -0.82048], [-0.48436, -3.05791, 1.87984], [-3.82750, -0.01899, 0.65773], [3.74205, -0.99403, 4.37721], [-1.92692, -0.99613, 1.49911], [-2.74834, 2.33589, -5.81119], [3.08300, -2.63201, 3.13819], [4.29458, -1.45510, 1.79900], [-2.04118, 3.53616, -1.33993], [-1.89701, 3.01922, -4.42964], [4.14797, -3.39823, -1.82711], [-2.99061, 3.47686, -1.97734], [-1.87217, 1.56569, 0.05495], [-3.08265, 3.99239, -5.30611], [-0.17713, 0.59639, -0.71966], [-1.23664, 0.73883, 0.37376], [-4.75717, -1.80508, 0.32832], [-4.12524, 0.35534, 2.00103]], "homo_lumo_gap_ev": 8.95, "smiles": "C[C@H](I)C[C@@]1(ON=O)OC(=O)O[C@]1(CN)CCCCS(=O)(=O)Cl.CCCC#N"}



2.
{"formula": "C25H72CsN5O12S", "method": "ωB97M-V/def2-TZVPD", "elements": ["C", "H", "H", "H", "H", "H", "H", "C", "H", "O", "H", "C", "H", "H", "H", "H", "H", "C", "H", "H", "H", "H", "C", "H", "Cs", "C", "C", "O", "H", "N", "H", "H", "N", "H", "C", "H", "C", "H", "H", "C", "H", "H", "H", "H", "N", "H", "H", "H", "H", "C", "C", "H", "H", "H", "C", "O", "H", "H", "H", "H", "H", "O", "C", "C", "H", "O", "H", "N", "H", "O", "H", "H", "H", "H", "H", "H", "N", "H", "C", "H", "H", "O", "C", "H", "H", "C", "H", "H", "C", "O", "O", "H", "C", "C", "C", "S", "C", "H", "H", "H", "O", "O", "H", "H", "H", "H", "C", "H", "H", "H", "C", "H", "H", "H", "O", "H"], "positions_angstrom": [[1.17336, 0.86200, 2.77414], [0.07218, 3.11142, 0.22979], [0.61514, 3.78303, -3.44731], [-2.31291, 1.58484, 2.66261], [4.62225, 0.43349, 2.80961], [-4.14930, 1.58773, 4.17968], [0.93186, -0.03223, 2.20019], [-3.28448, 1.26469, 2.27684], [0.66816, -5.31511, -2.05102], [-5.96153, -2.58565, -0.25945], [2.96629, 1.44338, -2.50611], [-0.24701, -3.86358, -0.73417], [-2.40165, 3.55042, -3.84557], [-5.94882, -2.16395, -3.25602], [1.38954, -0.25236, -3.12792], [-1.44088, 0.10006, 4.34334], [-2.05799, -4.65324, 3.02139], [3.36497, -0.57351, -3.34713], [3.32684, -0.52790, 3.59532], [3.11231, 1.34750, -4.24579], [2.16913, 2.96038, 3.67420], [-5.47095, -4.27501, 0.83874], [-1.74991, -0.85149, 3.90215], [5.54886, 1.57754, 1.29567], [-1.68565, -0.12567, -4.84566], [3.02270, 2.27639, 3.67073], [4.34397, 2.99450, 3.40342], [-1.99672, 1.71513, -1.84184], [-3.35186, 0.17375, -2.38775], [0.10090, -2.82684, -1.68611], [-2.41843, 2.93460, -2.31569], [-2.38982, -5.05121, 1.33321], [2.75247, 1.89634, 1.21009], [1.10884, -2.70971, -1.60259], [-5.88101, -1.20566, -2.74273], [-2.85243, 1.44381, 0.32190], [4.04683, 3.69113, 2.09499], [-0.29381, -1.94443, -1.42829], [-2.76343, -1.09197, -1.70441], [0.75003, -4.99885, -1.01301], [4.69608, -0.79839, -1.79434], [0.87271, -3.08217, 0.85697], [3.07356, 3.27978, -1.20432], [4.55460, 1.27214, -3.21566], [1.94584, -0.82833, -3.74352], [1.77500, -4.61196, -0.94575], [5.17635, 2.29216, 3.34648], [-4.50356, -3.44452, -1.44780], [-6.87923, -0.96077, -2.37584], [-4.70038, -2.51536, -0.90758], [5.14563, 2.20313, 0.50251], [-5.73052, -0.36858, -3.43143], [-1.67471, -1.57439, 4.71443], [3.58150, -0.61223, 1.86618], [4.37073, -3.30193, -1.17299], [2.47119, 1.00044, 0.13528], [5.93323, 2.92687, 0.27959], [-2.45519, -3.41246, 1.83778], [-4.47338, 1.57843, 0.69358], [-0.75856, -2.38292, 0.78055], [5.43073, -3.07897, -1.02500], [-0.13739, 1.78811, -0.36837], [2.64552, 1.26107, 2.52058], [3.71910, -1.24178, -2.03843], [1.70770, -1.75049, -3.37885], [-3.07551, -0.91586, 3.42839], [3.21686, 4.40005, 2.17861], [-3.53250, 1.85600, 0.95348], [-0.10362, 2.97746, -4.53562], [-0.96576, -0.35467, -1.05624], [-7.18301, -3.67979, 0.82274], [3.83272, -3.02647, -0.26118], [0.53910, 1.71561, 2.52320], [-1.19263, -4.35090, -0.99859], [-5.35729, 1.40870, 2.90906], [-1.03262, -1.16913, 3.13912], [-3.50146, -0.82597, -2.35234], [0.67065, 2.17500, -3.45080], [-4.76898, -1.20846, -1.69274], [4.89464, 4.35170, 1.87338], [-2.54717, -0.58135, 1.49853], [-0.51341, -4.16622, 1.76461], [-3.32821, -0.25640, 2.20429], [-6.40542, -4.62346, -0.55761], [4.64471, 3.63760, 4.22967], [3.60409, 0.06411, 2.72414], [-1.67238, 4.33042, -2.64644], [0.11073, 4.68317, -0.36724], [-6.29299, -3.87538, 0.23263], [-2.44565, 3.81179, -2.91015], [0.06511, 4.14525, 0.42891], [-4.00252, -2.39850, -0.06675], [-4.39427, 1.86045, 3.14825], [-1.88395, -4.33810, 1.99439], [3.38719, 3.77106, -0.28073], [-0.75008, 1.01977, -1.46601], [3.82155, 2.86457, 0.82226], [5.10818, 1.57759, -0.39451], [4.32293, -4.38155, -1.30088], [1.51136, 1.09589, 0.10546], [0.05876, 1.04089, -2.71153], [3.78683, -2.62567, -2.27978], [-0.79907, 4.28631, 0.88091], [3.99185, -0.89256, -4.17919], [-4.26132, -0.61829, 1.76559], [-4.42443, 2.94751, 3.17342], [-0.18601, -3.31531, 0.69629], [3.07136, -0.95827, -1.20286], [1.02722, 0.68976, 3.84017], [2.50987, 4.38664, -0.02878], [3.51790, 0.94817, -3.31131], [3.01714, 1.74625, 4.62383], [0.72461, -5.78965, -0.26393], [4.10478, 4.56130, -0.50888], [0.73000, 3.01774, -4.03844], [-4.86446, -0.33939, -1.03236]], "relative_energy_kcal_mol": 0.00, "homo_lumo_gap_ev": 3.90, "total_charge": 2}



Repeat the first record exactly.
{"formula": "C15H25ClIN3O7S", "method": "ωB97M-V/def2-TZVPD", "elements": ["O", "N", "C", "O", "H", "C", "H", "O", "C", "H", "H", "C", "H", "N", "H", "H", "C", "H", "H", "H", "C", "C", "H", "H", "H", "C", "C", "H", "I", "O", "C", "C", "H", "H", "H", "H", "O", "S", "H", "H", "H", "C", "H", "N", "H", "O", "C", "H", "H", "C", "C", "Cl", "O"], "positions_angstrom": [[0.68157, -1.12748, 1.76245], [3.26241, 0.77845, 1.97047], [2.20264, 0.69501, 0.96428], [-4.17429, 0.86084, -0.41541], [-0.71776, 0.46003, -1.66131], [-2.12001, -0.50821, 0.54531], [0.26944, -1.50632, -0.80514], [3.13855, -1.97970, -0.58305], [1.58131, -0.67362, 0.72700], [4.08133, -3.11389, 1.32179], [-4.89845, 2.40450, -4.57675], [-3.96019, 2.47542, -4.02441], [4.15787, 0.57551, 1.54209], [3.21181, -3.31791, -1.16227], [-2.02571, -1.23133, -0.26272], [2.10837, -0.78281, 3.72666], [-4.18927, 3.37802, -2.80734], [2.55801, 1.03137, -0.01483], [-4.99214, 2.98408, -2.18278], [1.40904, 1.37907, 1.26149], [2.49076, -1.93060, 0.66553], [0.80601, -0.57535, -0.60715], [2.42507, -1.92551, 5.05038], [3.33903, 1.73867, 2.28385], [2.25856, -3.33865, 3.10008], [2.81531, -1.50639, 4.12276], [3.55674, -2.24880, 1.72911], [1.53688, -0.47302, -1.40728], [4.68228, -3.83141, 3.99675], [1.47588, -2.95168, 0.76970], [-2.85867, 2.98706, -4.94419], [0.45688, -2.44201, 1.50846], [-0.82170, 1.05220, 1.33054], [-4.47046, 4.38477, -3.12271], [-3.71731, 1.46883, -3.67906], [0.33953, 1.55152, -0.82048], [-0.48436, -3.05791, 1.87984], [-3.82750, -0.01899, 0.65773], [3.74205, -0.99403, 4.37721], [-1.92692, -0.99613, 1.49911], [-2.74834, 2.33589, -5.81119], [3.08300, -2.63201, 3.13819], [4.29458, -1.45510, 1.79900], [-2.04118, 3.53616, -1.33993], [-1.89701, 3.01922, -4.42964], [4.14797, -3.39823, -1.82711], [-2.99061, 3.47686, -1.97734], [-1.87217, 1.56569, 0.05495], [-3.08265, 3.99239, -5.30611], [-0.17713, 0.59639, -0.71966], [-1.23664, 0.73883, 0.37376], [-4.75717, -1.80508, 0.32832], [-4.12524, 0.35534, 2.00103]], "homo_lumo_gap_ev": 8.95, "smiles": "C[C@H](I)C[C@@]1(ON=O)OC(=O)O[C@]1(CN)CCCCS(=O)(=O)Cl.CCCC#N"}